(1)
Formula: C38H32BaCl3GeN3O2S6
Source: the Open Molecules 2025 dataset
Level of theory: ωB97M-V/def2-TZVPD

Computed properties:
Max |F|: 0.0102 hartree/bohr
Energy relative to the best compared isomer or geometry (same formula, charge and spin): 5.21 kJ/mol
Net charge: -1
2S+1: 2
M: 1071.39 g/mol

Cartesian coordinates (Å):
Ba  0.308  0.051  0.738
C  0.085  4.190  -2.139
C  -0.346  3.228  -1.204
N  -0.232  1.937  -1.392
C  0.332  1.477  -2.543
C  0.853  2.368  -3.511
C  0.691  3.754  -3.279
C  1.517  1.871  -4.656
C  1.655  0.518  -4.802
C  1.103  -0.379  -3.876
C  0.396  0.044  -2.755
N  -0.165  -0.775  -1.812
C  -0.770  -1.941  -2.150
C  -1.164  -2.339  -3.430
C  -1.806  -3.561  -3.674
C  -2.080  -4.452  -2.673
C  -1.740  -4.097  -1.348
C  -2.003  -4.950  -0.251
C  -1.679  -4.566  1.017
C  -1.098  -3.296  1.197
N  -0.837  -2.483  0.202
C  -1.122  -2.855  -1.074
H  -0.048  5.243  -1.930
H  -0.786  3.544  -0.263
H  1.070  4.455  -4.014
H  1.912  2.566  -5.388
H  2.189  0.120  -5.657
H  1.224  -1.442  -4.040
H  -0.986  -1.677  -4.265
H  -2.084  -3.798  -4.695
H  -2.560  -5.403  -2.868
H  -2.469  -5.911  -0.440
H  -1.865  -5.198  1.874
H  -0.832  -2.961  2.196
S  -4.758  6.048  2.627
C  -3.731  4.772  2.506
S  -2.014  4.913  2.615
C  -1.579  3.223  2.446
C  -2.676  2.348  2.264
S  -2.665  0.688  2.062
S  -4.242  3.144  2.260
S  0.050  2.842  2.533
Cl  1.362  -0.253  6.132
Ge  1.547  -0.951  4.011
Cl  1.074  -3.176  4.370
Cl  3.852  -1.136  3.968
O  2.623  1.069  0.201
S  3.527  1.477  1.342
C  5.127  0.653  1.026
C  5.411  0.350  -0.417
C  4.608  -0.545  -1.122
C  4.855  -0.804  -2.461
C  5.919  -0.191  -3.107
C  6.742  0.676  -2.404
C  6.487  0.945  -1.068
C  3.884  3.231  1.042
C  4.580  3.571  -0.242
C  5.815  4.211  -0.206
C  6.483  4.528  -1.379
C  5.928  4.188  -2.602
C  4.696  3.550  -2.647
C  4.014  3.258  -1.477
H  5.038  -0.254  1.628
H  5.892  1.286  1.481
H  3.775  -1.023  -0.624
H  4.204  -1.478  -3.002
H  6.107  -0.390  -4.155
H  7.578  1.156  -2.897
H  7.123  1.636  -0.528
H  4.451  3.572  1.911
H  2.884  3.671  1.107
H  6.255  4.467  0.752
H  7.441  5.032  -1.335
H  6.454  4.418  -3.520
H  4.258  3.270  -3.596
H  3.054  2.763  -1.518
C  2.149  -3.730  -0.635
C  2.558  -3.150  0.689
C  3.306  -4.019  1.653
O  2.266  -2.006  0.982
H  3.008  -4.194  -1.124
H  1.709  -2.962  -1.269
H  1.411  -4.519  -0.461
H  3.703  -4.917  1.183
H  2.614  -4.293  2.454
H  4.094  -3.435  2.128



(2)
Formula: C38H33FeN11S2
Source: the Open Molecules 2025 dataset
Level of theory: ωB97M-V/def2-TZVPD

Computed properties:
Max |F|: 0.0532 hartree/bohr
Energy relative to the best compared isomer or geometry (same formula, charge and spin): 122.28 kJ/mol
Net charge: +3
2S+1: 6
M: 763.74 g/mol

Cartesian coordinates (Å):
Fe  -0.378  0.651  -0.201
C  0.610  3.974  -0.234
C  -0.831  3.840  -0.438
C  -1.632  4.970  -0.359
C  -3.004  4.870  -0.595
C  -3.496  3.606  -0.884
C  -2.679  2.471  -0.763
N  -1.362  2.555  -0.560
C  -3.228  1.057  -1.011
C  -4.468  0.786  -1.512
C  -4.812  -0.573  -1.779
C  -3.834  -1.546  -1.641
C  -2.548  -1.173  -1.241
N  -2.311  0.119  -0.872
C  -1.471  -2.153  -1.162
C  -1.678  -3.535  -1.417
C  -0.572  -4.331  -1.549
C  0.653  -3.773  -1.538
C  0.850  -2.422  -1.266
C  2.229  -1.949  -1.182
N  -0.212  -1.699  -0.990
H  1.032  3.245  0.401
H  0.863  4.947  0.164
H  1.076  3.867  -1.230
H  -1.188  5.906  -0.170
H  -3.673  5.731  -0.643
H  -4.537  3.464  -1.083
H  -5.207  1.525  -1.577
H  -5.808  -0.789  -2.161
H  -4.054  -2.563  -1.832
H  -2.646  -4.031  -1.483
H  -0.652  -5.407  -1.740
H  1.524  -4.390  -1.707
H  2.763  -2.129  -0.226
H  2.309  -0.887  -1.415
H  2.832  -2.386  -1.970
S  4.301  4.398  -0.519
C  5.932  4.927  -0.297
C  6.743  3.893  0.089
C  6.085  2.654  0.234
C  4.729  2.776  -0.045
C  3.755  1.669  0.264
C  2.527  1.410  -0.358
N  1.597  0.557  0.129
C  1.951  -0.233  1.164
C  3.243  -0.201  1.702
C  3.463  -1.137  2.799
C  2.566  -2.008  3.259
C  1.226  -2.001  2.744
C  0.189  -2.723  3.306
C  -1.127  -2.615  2.939
C  -1.338  -1.560  1.963
N  -0.382  -0.823  1.454
C  0.914  -1.089  1.760
C  -2.084  -3.621  3.277
C  -3.393  -3.581  3.604
C  -3.950  -4.891  3.914
C  -3.032  -5.891  3.821
S  -1.475  -5.321  3.431
C  4.126  0.776  1.291
H  6.217  5.955  -0.348
H  7.784  4.054  0.270
H  6.492  1.687  0.490
H  2.283  1.904  -1.305
H  4.396  -1.064  3.274
H  2.827  -2.680  4.072
H  0.435  -3.386  4.102
H  -2.369  -1.290  1.653
H  -3.881  -2.661  3.728
H  -4.998  -5.073  4.158
H  -3.226  -6.950  4.040
H  5.031  0.978  1.861
N  -0.449  2.008  2.016
H  -1.444  2.013  2.204
H  -0.116  2.972  2.029
H  0.023  1.529  2.804
N  -2.033  0.523  -5.393
N  -0.973  0.512  -4.519
N  0.034  -0.277  -4.647
C  0.646  -0.162  -3.505
N  -0.036  0.678  -2.678
N  -1.091  1.102  -3.353
H  -1.809  -0.201  -6.015
H  -2.197  1.431  -5.822
H  1.429  -0.809  -3.176



(3)
Formula: C38H33IN3OPRhS2
Source: the Open Molecules 2025 dataset
Level of theory: ωB97M-V/def2-TZVPD

Computed properties:
Max |F|: 0.0183 hartree/bohr
Energy relative to the best compared isomer or geometry (same formula, charge and spin): 99.69 kJ/mol
Net charge: +3
M: 872.62 g/mol

Cartesian coordinates (Å):
Rh  -0.025  -0.697  0.725
I  1.760  -0.004  2.386
C  1.546  1.884  3.300
C  2.398  2.025  4.355
C  2.419  3.221  5.088
C  1.590  4.236  4.724
C  0.704  4.102  3.628
C  -0.120  5.195  3.279
C  -0.977  5.129  2.219
C  -1.043  3.944  1.480
C  -0.272  2.838  1.791
P  -0.649  1.511  0.654
C  -2.333  0.966  0.810
C  -2.905  0.192  -0.218
C  -4.215  -0.236  -0.101
C  -4.950  0.098  1.031
C  -4.374  0.829  2.070
C  -3.065  1.259  1.970
C  -0.204  2.053  -0.996
C  1.146  2.337  -1.227
C  1.526  2.923  -2.420
C  0.568  3.218  -3.385
C  -0.773  2.941  -3.154
C  -1.169  2.364  -1.957
C  0.649  2.890  2.878
H  3.069  1.223  4.645
H  3.097  3.320  5.924
H  1.597  5.173  5.267
H  -0.048  6.099  3.871
H  -1.599  5.970  1.946
H  -1.731  3.908  0.641
H  -2.339  -0.042  -1.112
H  -4.673  -0.806  -0.898
H  -5.987  -0.209  1.105
H  -4.957  1.075  2.948
H  -2.619  1.841  2.767
H  1.891  2.138  -0.462
H  2.566  3.164  -2.597
H  0.869  3.685  -4.315
H  -1.518  3.197  -3.897
H  -2.219  2.193  -1.768
O  0.828  -1.580  -0.859
S  2.243  -1.103  -1.377
C  1.918  -0.485  -3.013
C  0.669  -0.603  -3.600
C  0.511  -0.140  -4.901
C  1.587  0.415  -5.583
C  2.831  0.523  -4.972
C  3.004  0.078  -3.671
C  3.072  -2.618  -1.722
C  4.329  -2.784  -1.152
C  5.047  -3.937  -1.447
C  4.498  -4.895  -2.284
C  3.235  -4.712  -2.851
C  2.516  -3.562  -2.584
H  -0.157  -1.048  -3.061
H  -0.453  -0.227  -5.388
H  1.457  0.759  -6.601
H  3.668  0.950  -5.510
H  3.975  0.155  -3.189
H  4.742  -2.030  -0.489
H  6.031  -4.083  -1.021
H  5.059  -5.792  -2.513
H  2.831  -5.459  -3.523
H  1.562  -3.380  -3.070
C  -4.804  -3.096  3.194
C  -3.359  -3.246  3.679
C  -2.380  -3.223  2.552
N  -1.843  -2.173  2.049
N  -0.995  -2.447  1.019
C  -0.879  -3.736  0.712
N  -0.093  -4.256  -0.228
S  -1.879  -4.693  1.746
H  -5.487  -3.151  4.040
H  -5.073  -3.891  2.496
H  -4.948  -2.136  2.694
H  -3.247  -4.189  4.217
H  -3.089  -2.451  4.373
H  0.468  -3.649  -0.802
H  -0.031  -5.252  -0.355



(4)
Formula: C38H33IrN2O2P2
Source: the Open Molecules 2025 dataset
Level of theory: ωB97M-V/def2-TZVPD

Computed properties:
Max |F|: 0.0084 hartree/bohr
Energy relative to the best compared isomer or geometry (same formula, charge and spin): 0.00 kJ/mol
Net charge: +2
M: 803.86 g/mol

Cartesian coordinates (Å):
Ir  1.103  -0.995  0.312
O  4.877  -1.156  1.517
C  3.692  -1.249  1.423
O  3.027  -1.534  0.306
C  2.775  -1.001  2.601
C  3.221  -0.936  3.901
C  2.313  -0.655  4.911
C  0.986  -0.416  4.578
C  0.595  -0.498  3.258
N  1.474  -0.812  2.295
H  4.274  -1.095  4.087
H  2.636  -0.605  5.942
H  0.250  -0.170  5.330
H  -0.427  -0.324  2.956
C  -0.583  2.014  0.436
N  -1.663  1.430  -0.295
C  -2.283  0.285  0.316
P  -1.220  -1.238  0.238
C  -1.645  -2.171  -1.252
C  -1.280  -1.672  -2.507
C  -1.608  -2.369  -3.657
C  -2.295  -3.573  -3.564
C  -2.656  -4.075  -2.323
C  -2.332  -3.383  -1.165
C  -1.695  -2.306  1.612
C  -0.868  -3.383  1.940
C  -1.217  -4.247  2.964
C  -2.397  -4.040  3.670
C  -3.234  -2.986  3.336
C  -2.892  -2.123  2.303
C  -2.185  2.039  -1.473
C  -2.034  3.407  -1.700
C  -2.536  3.983  -2.857
C  -3.212  3.219  -3.795
C  -3.388  1.866  -3.558
C  -2.874  1.275  -2.413
P  0.998  1.199  -0.006
C  1.288  1.270  -1.761
C  1.520  0.059  -2.407
C  1.764  0.018  -3.768
C  1.774  1.211  -4.480
C  1.561  2.427  -3.840
C  1.325  2.465  -2.475
C  2.351  1.970  0.863
C  2.157  2.538  2.126
C  3.241  3.044  2.823
C  4.516  2.971  2.272
C  4.714  2.398  1.023
C  3.635  1.895  0.315
H  -0.742  1.917  1.516
H  -0.465  3.078  0.239
H  -3.224  0.071  -0.189
H  -2.514  0.474  1.373
H  -0.771  -0.723  -2.593
H  -1.334  -1.973  -4.626
H  -2.550  -4.119  -4.462
H  -3.191  -5.012  -2.252
H  -2.617  -3.790  -0.205
H  0.043  -3.574  1.379
H  -0.577  -5.085  3.205
H  -2.671  -4.712  4.472
H  -4.164  -2.840  3.869
H  -3.574  -1.323  2.042
H  -1.556  4.051  -0.975
H  -2.413  5.047  -3.010
H  -3.610  3.676  -4.690
H  -3.928  1.255  -4.269
H  -3.020  0.215  -2.263
H  1.545  -0.895  -1.851
H  1.955  -0.922  -4.266
H  1.966  1.194  -5.545
H  1.583  3.347  -4.407
H  1.168  3.414  -1.977
H  1.168  2.608  2.565
H  3.093  3.504  3.791
H  5.360  3.366  2.822
H  5.708  2.338  0.602
H  3.792  1.441  -0.655



(5)
Formula: C38H33N2O
Source: the Open Molecules 2025 dataset
Level of theory: ωB97M-V/def2-TZVPD

Computed properties:
Max |F|: 0.0827 hartree/bohr
Energy: -44957.253 eV
Net charge: +1
M: 533.70 g/mol

Cartesian coordinates (Å):
N  7.077  1.699  3.526
C  5.945  1.792  3.234
C  4.547  1.778  2.884
C  3.691  0.867  3.513
C  2.365  0.783  3.106
C  1.956  1.425  1.940
C  0.732  0.946  1.139
C  -0.164  0.110  2.046
N  -1.357  0.580  2.434
C  -1.697  2.021  2.356
C  -3.157  2.076  2.818
C  -3.721  0.648  2.648
C  -2.522  -0.301  2.573
C  0.229  -1.255  2.390
C  1.066  -2.054  1.563
C  1.525  -3.293  1.986
C  1.020  -3.873  3.161
C  0.174  -3.117  3.983
C  -0.167  -1.815  3.636
C  2.736  2.477  1.447
C  4.046  2.663  1.919
H  4.065  0.275  4.345
H  1.668  0.182  3.691
H  0.225  1.744  0.612
H  -1.001  2.619  2.957
H  -1.604  2.369  1.311
H  -3.191  2.384  3.873
H  -3.711  2.810  2.221
H  -4.397  0.373  3.471
H  -4.283  0.587  1.702
H  -2.626  -0.992  1.724
H  -2.460  -0.918  3.470
H  1.400  -1.709  0.572
H  2.273  -3.814  1.375
H  1.285  -4.898  3.413
H  -0.207  -3.544  4.919
H  -0.705  -1.185  4.355
H  2.308  3.099  0.651
H  4.633  3.490  1.548
C  -5.331  0.125  -5.261
C  -4.027  0.028  -5.764
C  -3.155  -0.943  -5.273
C  -3.590  -1.772  -4.236
O  -2.669  -2.536  -3.532
C  -1.714  -1.858  -2.790
C  -2.081  -1.285  -1.564
C  -1.188  -0.463  -0.926
C  0.101  -0.219  -1.455
C  1.077  0.459  -0.638
C  2.336  0.853  -1.292
C  3.582  0.467  -0.727
C  4.769  0.916  -1.295
C  4.722  1.633  -2.495
C  3.523  1.913  -3.146
C  2.312  1.544  -2.538
C  0.485  -0.896  -2.662
C  -0.417  -1.725  -3.318
C  -4.921  -1.779  -3.817
C  -5.774  -0.782  -4.290
H  -6.005  0.899  -5.630
H  -3.678  0.720  -6.537
H  -2.130  -1.042  -5.652
H  -3.080  -1.471  -1.150
H  -1.482  0.000  0.028
H  1.207  -0.039  0.462
H  3.603  -0.214  0.146
H  5.704  0.664  -0.798
H  5.653  1.946  -2.960
H  3.479  2.381  -4.138
H  1.340  1.741  -3.026
H  1.513  -0.827  -3.019
H  -0.117  -2.231  -4.245
H  -5.248  -2.519  -3.079
H  -6.796  -0.717  -3.895



(6)
Formula: C38H33NNiOP3S2
Source: the Open Molecules 2025 dataset
Level of theory: ωB97M-V/def2-TZVPD

Computed properties:
Max |F|: 0.0350 hartree/bohr
Energy relative to the best compared isomer or geometry (same formula, charge and spin): 131.25 kJ/mol
Net charge: +1
M: 735.44 g/mol

Cartesian coordinates (Å):
Ni  0.694  -0.748  -0.748
S  -1.176  -2.349  -0.495
P  -2.208  -0.658  -0.772
C  -0.875  0.503  -0.610
P  -0.487  1.219  0.972
S  0.168  -0.281  2.068
C  -1.806  2.181  1.730
C  -2.290  3.297  1.035
C  -3.280  4.087  1.599
C  -3.783  3.766  2.855
C  -3.306  2.657  3.542
C  -2.315  1.856  2.979
C  0.808  2.448  0.650
C  1.468  2.555  -0.577
C  2.495  3.481  -0.741
C  2.861  4.305  0.313
C  2.198  4.211  1.533
C  1.171  3.295  1.698
C  -3.626  -0.558  0.320
C  -3.720  -1.405  1.422
C  -4.823  -1.315  2.262
C  -5.815  -0.378  2.008
C  -5.714  0.477  0.915
C  -4.622  0.388  0.066
C  -2.859  -0.487  -2.442
C  -3.834  -1.390  -2.867
C  -4.347  -1.297  -4.150
C  -3.893  -0.303  -5.011
C  -2.926  0.598  -4.591
C  -2.406  0.509  -3.303
H  -1.875  3.553  0.064
H  -3.653  4.956  1.068
H  -4.552  4.387  3.302
H  -3.704  2.412  4.520
H  -1.936  0.988  3.506
H  1.175  1.940  -1.409
H  2.996  3.568  -1.699
H  3.654  5.032  0.182
H  2.483  4.855  2.355
H  0.653  3.227  2.650
H  -2.938  -2.128  1.613
H  -4.907  -1.979  3.114
H  -6.677  -0.314  2.662
H  -6.493  1.205  0.722
H  -4.548  1.040  -0.797
H  -4.183  -2.168  -2.195
H  -5.102  -2.000  -4.481
H  -4.299  -0.231  -6.013
H  -2.575  1.371  -5.264
H  -1.652  1.213  -2.969
C  3.538  0.169  1.254
P  2.795  -1.035  0.122
C  2.654  -2.597  1.041
C  2.967  -2.703  2.390
C  2.821  -3.922  3.045
C  2.368  -5.035  2.353
C  2.055  -4.935  1.002
C  2.193  -3.719  0.350
C  4.163  -1.331  -1.044
C  5.173  -2.252  -0.761
C  6.248  -2.394  -1.627
C  6.326  -1.617  -2.777
C  5.330  -0.693  -3.062
C  4.251  -0.551  -2.197
H  4.471  -0.247  1.634
H  2.859  0.408  2.070
H  3.754  1.078  0.690
H  3.313  -1.836  2.942
H  3.063  -4.000  4.098
H  2.262  -5.985  2.866
H  1.700  -5.803  0.461
H  1.955  -3.645  -0.702
H  5.108  -2.869  0.128
H  7.029  -3.112  -1.404
H  7.165  -1.733  -3.453
H  5.394  -0.083  -3.956
H  3.484  0.184  -2.416
O  1.101  -0.278  -3.207
N  0.838  -1.057  -2.432